Density functional theory data (the ωB97M-V functional and the def2-TZVPD basis) for a cluster of 2 separate species, H4O2 in total.

Summary:
**Energy above the lowest of the compared OMol25 structures with the same formula, charge and spin**: 7.0 kcal per mole
**DFT total energy**: -152.8637 Eh
**Gap between HOMO and LUMO**: 12.160 eV
**SMILES**: O.O
**HOMO energy**: -11.54 eV
**Total charge**: 0

CARTESIAN COORDINATES (ANGSTROEM)
H (-1.494, 0.891, 0.321)
H (-1.313, -0.561, 0.618)
H (0.732, 0.155, -0.315)
H (2.139, 0.703, 0.119)
O (-1.669, -0.036, -0.094)
O (1.661, -0.113, 0.001)

How positive or negative is each atom? The natural (NBO) charges in e answer that: 0.46, 0.47, 0.48, 0.47, -0.93, -0.95